# 1
This record from the OMol25 dataset describes CH3NO2S in the gas phase. The level of theory is ωB97M-V with the def2-TZVPD basis set.

Positions of all 8 atoms, in Å:
C 0.679 -1.515 0.561
N -0.430 0.836 -0.310
O 1.603 -0.742 0.449
O -2.417 -0.603 -0.476
S -0.963 -0.701 -0.604
H 0.956 -2.396 1.093
H -0.724 1.348 0.505
H 0.572 0.707 -0.340

Summary:
HOMO-LUMO gap in eV: 8.88
LUMO in eV: 0.14
E_tot in Ha: -643.2200
2S+1: 1
Energy relative to the best compared isomer or geometry (same formula, charge and spin) in kcal per mole: 59.1



# 2
This record from the OMol25 dataset describes CH3NO2S in the gas phase. The level of theory is ωB97M-V with the def2-TZVPD basis set.

Positions of all 8 atoms, in Å:
O 1.654 -0.786 -0.894
N 0.905 -0.353 -0.010
O 1.153 -0.408 1.230
C -0.261 0.282 -0.465
S -1.723 -0.095 0.525
H -0.251 1.315 -0.523
H -0.396 0.030 -1.471
H -1.082 0.016 1.608

Summary:
HOMO-LUMO gap in eV: 9.36
LUMO in eV: -0.65
SMILES: O=[N+]([O-])CS
E_tot in Ha: -643.1986
2S+1: 1
Energy relative to the best compared isomer or geometry (same formula, charge and spin) in kcal per mole: 72.5



# 3
This record from the OMol25 dataset describes a molecular structure, CH3NO2S. The level of theory is ωB97M-V with the def2-TZVPD basis set.

Positions of all 8 atoms, in Å:
C -0.122 -0.241 -0.016
N 1.691 -0.945 0.257
O 4.116 -0.496 -0.074
O 2.706 1.484 -0.106
S 2.802 0.044 0.016
H -0.181 0.794 -0.144
H -0.381 -0.690 0.912
H -0.699 -0.787 -0.767

Summary:
HOMO-LUMO gap in eV: 10.55
LUMO in eV: -0.31
E_tot in Ha: -643.1900
2S+1: 1
Energy relative to the best compared isomer or geometry (same formula, charge and spin) in kcal per mole: 77.9



# 4
This record from the OMol25 dataset describes CH3NO2S in the gas phase. The level of theory is ωB97M-V with the def2-TZVPD basis set.

Positions of all 8 atoms, in Å:
C 0.075 -0.203 1.155
N -0.608 -0.553 0.201
O -0.528 0.445 -2.373
O 1.265 1.170 -0.865
S 0.507 0.073 -1.488
H -0.015 -0.473 2.244
H 0.946 0.537 0.799
H -1.642 -0.996 0.326

Summary:
HOMO-LUMO gap in eV: 10.04
LUMO in eV: 0.36
E_tot in Ha: -643.2520
2S+1: 1
Energy relative to the best compared isomer or geometry (same formula, charge and spin) in kcal per mole: 39.0



# 5
This record from the OMol25 dataset describes CH3NO2S in the gas phase. The level of theory is ωB97M-V with the def2-TZVPD basis set.

Positions of all 8 atoms, in Å:
O 1.640 -0.047 2.004
C 0.767 -0.337 1.242
O 0.087 0.580 0.656
N -1.057 0.239 -0.429
S -0.474 0.606 -2.023
H 0.830 -1.415 0.813
H -1.754 1.039 -0.153
H -0.039 -0.664 -2.108

Summary:
HOMO-LUMO gap in eV: 10.09
LUMO in eV: 0.02
SMILES: O=CONS
E_tot in Ha: -643.2181
2S+1: 1
Energy relative to the best compared isomer or geometry (same formula, charge and spin) in kcal per mole: 60.3



# 6
This record from the OMol25 dataset describes CH3NO2S in the gas phase. The level of theory is ωB97M-V with the def2-TZVPD basis set.

Positions of all 8 atoms, in Å:
C -0.282 -0.393 -0.571
N -1.142 0.218 0.476
O 1.870 0.601 0.664
O 0.666 -1.252 -0.570
S 1.487 0.274 -0.692
H -0.717 -0.086 -1.510
H -1.228 -0.393 1.333
H -0.653 1.030 0.869

Summary:
HOMO-LUMO gap (alpha / beta) in eV: 6.73 / 8.42
LUMO (alpha / beta) in eV: 0.75 / -2.52
E_tot in Ha: -643.1090
2S+1: 3
Energy relative to the best compared isomer or geometry (same formula, charge and spin) in kcal per mole: 57.6



# 7
This record from the OMol25 dataset describes 2 unconnected molecules or ions with the total composition CH3NO2S2. The level of theory is ωB97M-V with the def2-TZVPD basis set.

Positions of all 9 atoms, in Å:
C 0.912 0.841 0.059
N 1.321 -0.428 0.093
O -0.222 1.272 0.363
O -1.337 -1.445 -0.098
S -3.460 0.248 -0.701
S -1.985 -0.277 0.409
H 1.693 1.563 -0.311
H 0.807 -1.278 0.459
H 2.269 -0.497 -0.272

Summary:
HOMO-LUMO gap in eV: 8.50
LUMO in eV: -0.71
E_tot in Ha: -1041.4913
2S+1: 1
Energy relative to the best compared isomer or geometry (same formula, charge and spin) in kcal per mole: 0.0



# 8
This record from the OMol25 dataset describes CH3NO2S3 in the gas phase. The level of theory is ωB97M-V with the def2-TZVPD basis set.

Positions of all 10 atoms, in Å:
O -1.234 -1.194 -0.019
C -0.219 -0.633 -0.327
S 0.463 -0.768 -1.914
O -0.426 -2.032 -2.292
N 0.311 0.330 0.477
S 1.798 1.118 -0.155
S -0.654 1.042 1.599
H -1.087 -2.303 -1.537
H 2.556 1.217 1.054
H -0.309 0.434 2.683

Summary:
HOMO-LUMO gap in eV: 9.03
LUMO in eV: 0.06
SMILES: O=C(SO)N(S)S
E_tot in Ha: -1439.6328
2S+1: 1
Energy relative to the best compared isomer or geometry (same formula, charge and spin) in kcal per mole: 10.6



# 9
This record from the OMol25 dataset describes CH3NO3 in the gas phase. The level of theory is ωB97M-V with the def2-TZVPD basis set.

Positions of all 8 atoms, in Å:
O 2.376 0.188 0.140
N 1.381 -0.238 -0.328
C 0.088 0.612 0.093
O -0.969 -0.132 0.567
O -1.625 -1.014 -0.371
H 0.299 1.410 0.940
H 0.011 1.100 -0.830
H -1.562 -1.926 -0.209

Summary:
HOMO-LUMO gap in eV: 8.98
LUMO in eV: -0.01
SMILES: O=NCOO
E_tot in Ha: -320.1536
2S+1: 1
Energy relative to the best compared isomer or geometry (same formula, charge and spin) in kcal per mole: 118.6



# 10
This record from the OMol25 dataset describes CH3NO3 in the gas phase. The level of theory is ωB97M-V with the def2-TZVPD basis set.

Positions of all 8 atoms, in Å:
O 0.457 0.598 -1.674
C 0.231 0.190 -0.541
O 1.253 -0.121 0.289
N -0.981 -0.267 -0.137
O -1.055 -0.196 1.314
H 2.047 0.125 -0.229
H -1.820 -0.014 -0.646
H -0.133 -0.316 1.625

Summary:
HOMO-LUMO gap in eV: 10.43
LUMO in eV: 0.55
SMILES: O=C(O)NO
E_tot in Ha: -320.3344
2S+1: 1
Energy relative to the best compared isomer or geometry (same formula, charge and spin) in kcal per mole: 5.1



# 11
This record from the OMol25 dataset describes 2 unconnected molecules or ions with the total composition CH3NO4. The level of theory is ωB97M-V with the def2-TZVPD basis set.

Positions of all 9 atoms, in Å:
O -0.565 -0.762 0.328
C -0.670 0.219 -0.312
O -1.246 1.316 0.010
H -0.190 0.079 -1.325
H -1.687 1.259 0.841
O 2.727 1.010 0.138
N 1.896 0.204 -0.058
O 2.343 -1.089 -0.114
H 1.708 -1.804 -0.274

Summary:
HOMO-LUMO gap in eV: 10.60
LUMO in eV: 0.38
SMILES: O=CO.O=NO
E_tot in Ha: -395.5092
2S+1: 1
Energy relative to the best compared isomer or geometry (same formula, charge and spin) in kcal per mole: 26.8



# 12
This record from the OMol25 dataset describes CH3NO4 in the gas phase. The level of theory is ωB97M-V with the def2-TZVPD basis set.

Positions of all 9 atoms, in Å:
O 1.457 0.117 1.314
N 0.523 0.538 0.702
O 0.060 1.670 0.642
C 0.132 -0.395 -0.428
O -0.746 0.190 -1.283
O -0.492 -1.448 0.297
H 1.191 -0.751 -0.861
H -0.725 1.139 -0.864
H -1.403 -1.060 0.481

Summary:
HOMO-LUMO gap in eV: 10.86
LUMO in eV: -0.57
SMILES: O=[N+]([O-])C(O)O
E_tot in Ha: -395.4983
2S+1: 1
Energy relative to the best compared isomer or geometry (same formula, charge and spin) in kcal per mole: 33.6



# 13
This record from the OMol25 dataset describes CH3NO4 in the gas phase. The level of theory is ωB97M-V with the def2-TZVPD basis set.

Positions of all 9 atoms, in Å:
O -2.348 0.891 -0.361
N -1.611 0.018 0.018
O -2.052 -0.997 0.465
C -0.163 0.248 -0.230
O 0.613 -0.914 -0.072
O 0.100 1.253 0.626
H -0.090 0.515 -1.409
H 0.786 -1.088 0.836
H 0.362 2.104 0.163

Summary:
HOMO-LUMO gap in eV: 11.03
LUMO in eV: 0.01
SMILES: O=[N+]([O-])C(O)O
E_tot in Ha: -395.5014
2S+1: 1
Energy relative to the best compared isomer or geometry (same formula, charge and spin) in kcal per mole: 31.7



# 14
This record from the OMol25 dataset describes CH3NOP2S in the gas phase. The level of theory is ωB97M-V with the def2-TZVPD basis set.

Positions of all 9 atoms, in Å:
H -0.915 -0.040 -1.613
N -1.552 0.024 -0.834
C -1.210 -0.559 0.189
P 0.548 -1.382 0.416
O 1.458 -0.086 0.113
P 2.207 1.319 -0.210
S 0.896 2.580 -0.944
H -1.818 -0.600 1.078
H 0.386 -1.256 1.807

Summary:
HOMO-LUMO gap in eV: 7.89
LUMO in eV: -1.15
SMILES: [H]/N=C\POP=S
E_tot in Ha: -1250.7763
2S+1: 1
Energy relative to the best compared isomer or geometry (same formula, charge and spin) in kcal per mole: 27.2



# 15
This record from the OMol25 dataset describes CH3NOP2S in the gas phase. The level of theory is ωB97M-V with the def2-TZVPD basis set.

Positions of all 9 atoms, in Å:
C 0.650 0.621 0.967
N 1.338 -0.495 0.996
O 0.325 0.640 -1.704
P -0.063 1.380 -0.518
P -0.710 -1.801 -1.062
S 0.881 -1.876 0.209
H 0.606 1.332 1.746
H -1.475 1.199 -0.452
H -1.553 -1.000 -0.182

Summary:
HOMO-LUMO gap (alpha / beta) in eV: 7.17 / 6.21
LUMO (alpha / beta) in eV: -1.82 / -2.14
E_tot in Ha: -1250.6656
2S+1: 1
Energy relative to the best compared isomer or geometry (same formula, charge and spin) in kcal per mole: 96.6



# 16
This record from the OMol25 dataset describes CH3NOS in the gas phase. The level of theory is ωB97M-V with the def2-TZVPD basis set.

Positions of all 7 atoms, in Å:
C -0.722 -1.176 0.857
S 0.323 -0.486 -0.202
N -0.183 1.158 -0.178
O 1.422 -0.717 -1.198
H -0.228 -2.147 0.970
H -0.091 1.836 -0.982
H -0.521 1.532 0.732

Summary:
HOMO-LUMO gap in eV: 9.59
LUMO in eV: -0.05
SMILES: C#S(N)=O
E_tot in Ha: -567.9145
2S+1: 1
Energy relative to the best compared isomer or geometry (same formula, charge and spin) in kcal per mole: 116.9



# 17
This record from the OMol25 dataset describes CH3NOS in the gas phase. The level of theory is ωB97M-V with the def2-TZVPD basis set.

Positions of all 7 atoms, in Å:
O 0.808 2.025 1.681
C 0.636 1.066 0.910
N -0.417 0.249 0.209
S -0.167 -1.380 -0.131
H 1.470 0.445 0.671
H -1.364 0.341 0.659
H -0.506 -0.940 -1.406

Summary:
HOMO-LUMO gap in eV: 10.45
LUMO in eV: 0.37
SMILES: O=CNS
E_tot in Ha: -568.0223
2S+1: 1
Energy relative to the best compared isomer or geometry (same formula, charge and spin) in kcal per mole: 49.2



# 18
This record from the OMol25 dataset describes 2 unconnected molecules or ions with the total composition CH3NOS. The level of theory is ωB97M-V with the def2-TZVPD basis set.

Positions of all 7 atoms, in Å:
C -0.959 0.019 -0.163
N -2.211 -0.033 -0.036
H -0.447 0.948 0.137
H -0.222 -0.705 -0.457
H -2.690 -0.942 -0.094
O 2.927 -0.027 -0.217
S 3.603 0.740 0.831

Summary:
HOMO-LUMO gap (alpha / beta) in eV: 7.80 / 7.79
LUMO (alpha / beta) in eV: -1.71 / -1.71
SMILES: C=N.O=S
E_tot in Ha: -567.9758
2S+1: 1
Energy relative to the best compared isomer or geometry (same formula, charge and spin) in kcal per mole: 78.4



# 19
This record from the OMol25 dataset describes CH3NOS2 in the gas phase. The level of theory is ωB97M-V with the def2-TZVPD basis set.

Positions of all 8 atoms, in Å:
C 0.063 0.235 -0.019
N -0.979 1.885 1.981
O 1.414 0.284 2.334
S 0.226 1.555 1.284
S 1.356 0.315 3.862
H 0.213 -0.803 0.539
H 0.811 0.453 -0.668
H -0.827 0.285 -0.570

Summary:
HOMO-LUMO gap (alpha / beta) in eV: 7.20 / 5.94
LUMO (alpha / beta) in eV: -0.99 / -2.26
E_tot in Ha: -966.0779
2S+1: 1
Energy relative to the best compared isomer or geometry (same formula, charge and spin) in kcal per mole: 107.2



# 20
This record from the OMol25 dataset describes 3 unconnected molecules or ions with the total composition CH3NOSi. The level of theory is ωB97M-V with the def2-TZVPD basis set.

Positions of all 7 atoms, in Å:
C 0.103 -1.144 -1.627
N 0.734 -1.091 -2.594
O -0.117 -1.832 1.172
Si -0.606 -0.947 0.055
H 0.901 2.257 1.176
H 0.536 2.641 1.891
H -1.551 0.117 -0.075

Summary:
HOMO-LUMO gap in eV: 10.39
LUMO in eV: -1.30
E_tot in Ha: -459.3233
2S+1: 1
Energy relative to the best compared isomer or geometry (same formula, charge and spin) in kcal per mole: 53.7